Entry i
Below is Cl2HNOS as an isolated structure, with properties calculated with the ωB97M-V functional and the def2-TZVPD basis.

Cartesian coordinates (Å):
1 N -0.548 0.134 -0.935
2 O 1.671 -2.985 -2.842
3 S 1.910 -3.168 -1.499
4 Cl 0.500 -4.481 -0.974
5 Cl 0.097 -1.408 -0.673
6 H -0.504 0.340 -1.928

For the HOMO-LUMO gap (alpha / beta), the calculation gives 0.27360 / 0.33175 hartree. The charge is 0. As for the HOMO energy (alpha / beta): -8.71 / -10.38 eV.

---

Entry ii
Below is Cl2HNOS as an isolated structure, with properties calculated with the ωB97M-V functional and the def2-TZVPD basis.

Cartesian coordinates (Å):
1 N 0.603 0.743 0.370
2 O -0.404 -2.126 0.047
3 S -0.453 1.215 -0.729
4 Cl 0.967 -1.375 -0.032
5 Cl -2.240 0.598 0.118
6 H 1.529 0.946 0.225

For the HOMO-LUMO gap (alpha / beta), the calculation gives 0.26759 / 0.29924 hartree. The charge is 0. As for the HOMO energy (alpha / beta): -8.88 / -9.42 eV.

---

Entry iii
Below is the molecule Cl2HNOS, with properties calculated with the ωB97M-V functional and the def2-TZVPD basis.

Cartesian coordinates (Å):
1 N -0.707 1.259 -0.433
2 S 0.353 -0.085 0.102
3 O 1.679 0.312 -0.176
4 Cl 0.052 -1.144 1.841
5 Cl 0.292 -1.661 -1.320
6 H -1.668 1.319 -0.014

For the HOMO-LUMO gap, the calculation gives 0.29613 hartree. Its SMILES is N=S(=O)(Cl)Cl. The charge is 0. As for the HOMO energy: -10.22 eV.

---

Entry iv
Below is the molecule Cl2HNOS, with properties calculated with the ωB97M-V functional and the def2-TZVPD basis.

Cartesian coordinates (Å):
1 N -0.141 -0.104 -0.800
2 S -1.671 0.011 -0.487
3 O -2.439 -0.125 -1.669
4 Cl -2.550 -1.663 0.595
5 Cl -2.394 1.677 0.435
6 H 0.294 0.101 0.080

For the HOMO-LUMO gap, the calculation gives 0.32656 hartree. Its SMILES is N=S(=O)(Cl)Cl. The charge is 0. As for the HOMO energy: -11.14 eV.

---

Stability ranking, top entry: entry iv; the second entry is 0.0454 hartree less favorable.

---

Entry i
Below is the molecule CH6Cl2Si2, with properties calculated with the ωB97M-V functional and the def2-TZVPD basis.

Cartesian coordinates (Å):
1 C 0.907 -1.195 -0.794
2 Si -0.464 -0.569 0.277
3 Si -0.414 1.780 0.422
4 Cl -0.269 -1.441 2.252
5 Cl -2.111 -1.368 -0.414
6 H 0.851 -2.323 -0.938
7 H 0.860 -0.955 -1.827
8 H 2.024 -0.783 -0.470
9 H -0.086 2.407 1.880
10 H -1.744 2.421 0.384
11 H 0.445 2.024 -0.773

For the HOMO-LUMO gap, the calculation gives 0.39397 hartree. Its SMILES is C[Si]([SiH3])(Cl)Cl. The charge is 0. As for the HOMO energy: -10.20 eV.

---

Entry ii
Below is a 2-piece molecular cluster, CH6Cl2Si2 overall, with properties calculated with the ωB97M-V functional and the def2-TZVPD basis.

Cartesian coordinates (Å):
1 C 0.513 1.037 -0.374
2 Si -0.048 -0.588 -0.742
3 Si -3.475 -0.249 0.616
4 Cl -4.784 -1.490 -0.217
5 Cl -3.993 1.598 -0.129
6 H 1.084 1.624 -1.041
7 H -0.327 1.567 -0.046
8 H 1.359 0.893 0.342
9 H -0.626 -0.943 -2.052
10 H 0.813 -1.805 -0.247
11 H -3.860 0.126 2.044

For the HOMO-LUMO gap (alpha / beta), the calculation gives 0.23284 / 0.25910 hartree. The charge is 0. As for the HOMO energy (alpha / beta): -7.68 / -8.01 eV.

---

Stability ranking, top entry: entry i; the second entry is 0.0961 hartree less favorable.

---

Entry i
Below is a 2-piece molecular cluster, C8H14N3 overall, with properties calculated with the ωB97M-V functional and the def2-TZVPD basis.

Cartesian coordinates (Å):
1 C -2.507 -1.234 -0.424
2 C -2.999 0.112 1.169
3 C -2.417 0.079 -1.008
4 C 0.975 1.837 -0.014
5 C -1.792 0.577 -2.027
6 C 0.976 0.473 0.313
7 C 3.453 0.011 0.306
8 C 1.649 -1.760 0.557
9 N -2.961 -1.178 0.830
10 N -2.629 0.877 0.144
11 N 2.086 -0.332 0.521
12 H -2.222 -2.158 -0.878
13 H -3.211 0.438 2.150
14 H 1.854 2.489 0.030
15 H -0.002 2.269 -0.085
16 H -2.039 1.591 -2.212
17 H 0.037 0.046 0.421
18 H 3.624 0.974 0.764
19 H 4.120 -0.634 0.942
20 H 3.658 -0.070 -0.728
21 H 1.113 -1.879 -0.439
22 H 2.477 -2.418 0.887
23 H 0.952 -1.866 1.333
24 H -2.591 1.911 0.392
25 H -1.603 -0.156 -2.944

For the HOMO-LUMO gap, the calculation gives 0.15642 hartree. The charge is +1. As for the HOMO energy: -10.71 eV.

---

Entry ii
Below is an isolated ion of composition C8H14N3 and charge +1, with properties calculated with the ωB97M-V functional and the def2-TZVPD basis.

Cartesian coordinates (Å):
1 C 0.560 1.301 -0.370
2 C 0.633 2.571 -0.059
3 C 1.587 -2.050 -0.124
4 C -2.355 -0.074 0.688
5 C -1.666 -1.456 0.271
6 C -2.239 0.723 -0.575
7 C -0.559 -0.925 -0.739
8 C 2.814 0.673 -0.142
9 N -0.970 0.316 -1.190
10 N 1.437 0.276 -0.296
11 N 0.899 -0.959 -0.347
12 H 1.583 2.810 0.073
13 H -0.008 3.340 -0.334
14 H 2.536 -2.032 0.290
15 H 1.154 -3.004 -0.101
16 H -3.336 -0.415 1.049
17 H -1.835 0.487 1.510
18 H -1.326 -2.145 1.108
19 H -2.441 -2.097 -0.201
20 H -2.843 0.319 -1.303
21 H -2.211 1.715 -0.460
22 H -0.480 -1.685 -1.536
23 H 2.931 0.960 0.838
24 H 3.507 -0.211 -0.406
25 H 3.257 1.510 -0.785

For the HOMO-LUMO gap, the calculation gives 0.30922 hartree. The charge is +1. As for the HOMO energy: -12.98 eV.

---

Stability ranking, top entry: entry i; the second entry is 0.0693 hartree less favorable.

---

Entry i
Below is a 3-piece molecular cluster, C8H20O2 overall, with properties calculated with the ωB97M-V functional and the def2-TZVPD basis.

Cartesian coordinates (Å):
1 C 2.389 -1.781 -1.898
2 C 1.270 -0.883 -1.329
3 C 0.672 -1.169 -0.148
4 C -0.565 -0.646 0.543
5 C -1.464 0.276 -0.209
6 C -1.127 1.689 -0.689
7 C 0.179 2.115 -0.072
8 C 0.051 2.599 1.422
9 H 2.688 -2.518 -1.225
10 H 3.258 -1.114 -1.982
11 H 2.060 -2.159 -2.818
12 H 0.848 -0.176 -1.924
13 H 1.015 -2.028 0.476
14 H -0.060 -0.116 1.460
15 H -1.056 -1.469 1.008
16 H -2.418 0.467 0.402
17 H -1.768 -0.236 -1.134
18 H -1.995 2.341 -0.379
19 H -0.997 1.753 -1.754
20 H 0.297 2.986 -0.713
21 H 1.045 1.463 -0.170
22 H -1.021 2.493 1.772
23 H 0.309 3.716 1.553
24 H 0.475 1.951 2.112
25 O -3.104 -2.546 -2.688
26 H -2.781 -3.357 -2.479
27 H -2.933 -1.848 -2.082
28 O 1.858 -0.775 4.098
29 H 1.727 0.219 4.256
30 H 1.146 -1.249 4.591

For the HOMO-LUMO gap, the calculation gives 0.35087 hartree. Its SMILES is C/C=C/CCCCC.O.O. The charge is 0. As for the HOMO energy: -8.93 eV.

---

Entry ii
Below is a 2-piece molecular cluster, C8H20O2 overall, with properties calculated with the ωB97M-V functional and the def2-TZVPD basis.

Cartesian coordinates (Å):
1 C -1.758 5.877 -12.822
2 C -3.188 5.323 -13.156
3 C -3.872 6.120 -14.347
4 C -5.295 5.814 -14.634
5 O -3.140 5.907 -15.609
6 H -1.098 5.878 -13.705
7 H -1.252 5.336 -12.005
8 H -1.922 6.920 -12.504
9 H -3.116 4.246 -13.401
10 H -3.730 5.413 -12.195
11 H -3.802 7.176 -14.015
12 H -5.899 5.977 -13.725
13 H -5.326 4.742 -14.890
14 H -5.745 6.387 -15.462
15 H -2.744 6.777 -15.819
16 C -3.088 1.562 -13.919
17 C -2.098 2.381 -14.720
18 C -2.629 2.964 -16.041
19 C -1.612 3.729 -16.921
20 O -3.759 3.727 -15.887
21 H -2.687 1.407 -12.903
22 H -3.411 0.588 -14.322
23 H -3.967 2.225 -13.852
24 H -1.703 3.101 -13.978
25 H -1.327 1.603 -14.877
26 H -3.045 2.203 -16.733
27 H -1.346 4.745 -16.584
28 H -2.090 3.801 -17.912
29 H -0.687 3.137 -17.019
30 H -3.440 4.618 -15.634

For the HOMO-LUMO gap, the calculation gives 0.36374 hartree. Its SMILES is CC[C@H](C)O.CC[C@H](C)O. The charge is 0. As for the HOMO energy: -9.32 eV.

---

Stability ranking, top entry: entry ii; the second entry is 0.0325 hartree less favorable.

---

Entry i
Below is a 3-piece molecular cluster, C2H10N2O3 overall, with properties calculated with the ωB97M-V functional and the def2-TZVPD basis.

Cartesian coordinates (Å):
1 C -1.828 0.718 -0.600
2 N -1.614 -0.747 -0.573
3 C -0.347 -1.174 -0.232
4 N -0.177 -2.498 -0.729
5 O 0.473 -0.468 0.307
6 H -0.838 1.155 -0.586
7 H -2.419 1.011 0.258
8 H -2.435 1.030 -1.470
9 H -2.048 -1.280 -1.303
10 H -1.081 -2.950 -0.729
11 H 0.422 -3.154 -0.243
12 O -0.024 2.769 0.920
13 H 0.603 3.343 0.453
14 H 0.443 1.921 0.841
15 O 3.908 -0.007 0.977
16 H 2.973 0.160 0.800
17 H 3.989 0.171 1.908

For the HOMO-LUMO gap, the calculation gives 0.39328 hartree. Its SMILES is CNC(N)=O.O.O. The charge is 0. As for the HOMO energy: -10.05 eV.

---

Entry ii
Below is C2H10N2O3 as an isolated structure, with properties calculated with the ωB97M-V functional and the def2-TZVPD basis.

Cartesian coordinates (Å):
1 C 0.282 -0.133 -1.210
2 N 0.102 -0.741 0.063
3 C -1.307 -0.975 0.534
4 N -1.592 -2.421 0.533
5 O -2.133 -0.309 -0.184
6 H -0.302 -0.602 -2.005
7 H -0.066 0.918 -1.234
8 H 1.346 -0.112 -1.457
9 H 0.576 -0.144 0.746
10 H -2.276 -2.784 -0.107
11 H -0.799 -3.003 0.738
12 H 1.804 2.020 1.997
13 H -1.275 -0.650 1.605
14 O 1.603 1.361 1.313
15 H 1.360 2.072 0.450
16 H 1.692 2.997 -1.105
17 O 0.987 2.509 -0.675

For the HOMO-LUMO gap, the calculation gives 0.16187 hartree. The charge is 0. As for the HOMO energy: -9.20 eV.

---

Stability ranking, top entry: entry i; the second entry is 0.2886 hartree less favorable.